1.
{
  "formula": "C48H106Br4N12O3",
  "method": "ωB97M-V/def2-TZVPD",
  "symbols": ["C", "C", "N", "C", "C", "N", "C", "C", "H", "H", "H", "H", "H", "H", "H", "H", "H", "H", "H", "C", "C", "N", "C", "C", "N", "C", "C", "H", "H", "H", "H", "H", "H", "H", "H", "H", "H", "H", "C", "C", "N", "C", "C", "N", "C", "C", "H", "H", "H", "H", "H", "H", "H", "H", "H", "H", "H", "C", "C", "N", "C", "C", "N", "C", "C", "H", "H", "H", "H", "H", "H", "H", "H", "H", "H", "H", "C", "C", "C", "C", "N", "C", "C", "C", "C", "C", "H", "H", "H", "H", "H", "H", "H", "H", "H", "H", "H", "H", "H", "H", "H", "H", "H", "H", "H", "H", "C", "N", "C", "C", "C", "C", "O", "H", "H", "H", "H", "H", "H", "H", "H", "H", "H", "H", "H", "H", "H", "C", "N", "C", "C", "C", "C", "O", "H", "H", "H", "H", "H", "H", "H", "H", "H", "H", "H", "H", "H", "H", "C", "N", "C", "C", "C", "C", "O", "H", "H", "H", "H", "H", "H", "H", "H", "H", "H", "H", "H", "H", "H", "Br", "Br", "Br", "Br"],
  "positions_angstrom": [[-13.668, -3.679, 2.445], [-13.127, -4.011, 3.902], [-11.658, -3.735, 3.930], [-11.129, -2.568, 3.731], [-9.743, -2.601, 4.034], [-9.455, -3.956, 4.409], [-10.632, -4.634, 4.276], [-8.156, -4.505, 4.875], [-13.326, -4.546, 1.880], [-13.282, -2.843, 1.863], [-14.753, -3.742, 2.365], [-13.345, -5.005, 4.293], [-13.573, -3.327, 4.624], [-11.733, -1.730, 3.418], [-8.865, -1.977, 3.954], [-10.654, -5.632, 4.687], [-7.666, -3.763, 5.505], [-7.550, -4.655, 3.981], [-8.329, -5.441, 5.405], [-2.516, -7.753, 6.540], [-1.104, -7.716, 6.939], [-0.771, -6.602, 7.775], [-0.906, -6.678, 9.137], [-0.351, -5.540, 9.570], [0.105, -4.771, 8.558], [-0.117, -5.488, 7.356], [0.743, -3.539, 8.596], [-2.629, -6.957, 5.804], [-3.333, -7.755, 7.261], [-2.560, -8.683, 5.974], [-0.337, -7.636, 6.169], [-0.831, -8.626, 7.473], [-1.300, -7.514, 9.697], [-0.425, -5.121, 10.563], [0.089, -5.142, 6.354], [0.559, -2.871, 7.755], [1.800, -3.681, 8.822], [0.232, -3.086, 9.446], [-2.823, 6.259, 3.756], [-1.350, 6.288, 4.302], [-0.386, 6.141, 3.265], [-0.548, 6.387, 1.914], [0.725, 6.361, 1.350], [1.740, 6.103, 2.287], [1.023, 5.939, 3.495], [3.107, 5.805, 2.092], [-3.110, 5.268, 3.403], [-2.923, 6.891, 2.873], [-3.484, 6.548, 4.573], [-1.287, 5.461, 5.009], [-1.220, 7.255, 4.788], [-1.533, 6.525, 1.493], [0.927, 6.563, 0.309], [1.526, 5.544, 4.366], [3.693, 6.716, 1.977], [3.196, 5.393, 1.086], [3.498, 5.179, 2.894], [4.906, -3.905, 3.098], [6.063, -3.775, 2.095], [7.285, -3.298, 2.784], [8.392, -4.067, 3.150], [9.211, -3.150, 3.922], [8.639, -1.905, 3.820], [7.540, -1.991, 3.102], [9.014, -0.665, 4.329], [4.451, -3.067, 3.627], [5.283, -4.650, 3.797], [4.109, -4.443, 2.585], [5.730, -3.154, 1.264], [6.321, -4.784, 1.773], [8.369, -5.110, 2.869], [10.126, -3.224, 4.492], [6.821, -1.196, 2.968], [9.791, -0.859, 5.069], [8.231, -0.193, 4.924], [9.474, 0.026, 3.623], [8.914, 1.701, -6.965], [8.931, 0.215, -7.179], [7.868, -0.522, -6.267], [7.735, -1.990, -6.783], [6.813, -2.975, -5.961], [7.359, -3.507, -4.606], [7.124, -5.064, -4.518], [6.387, -5.389, -5.720], [6.802, -4.286, -6.731], [5.317, -2.450, -5.726], [9.332, 2.151, -7.866], [9.516, 1.981, -6.100], [7.858, 1.970, -6.943], [9.899, -0.281, -7.117], [8.593, 0.115, -8.210], [6.899, -0.024, -6.249], [8.267, -0.394, -5.260], [8.719, -2.432, -6.937], [7.196, -2.049, -7.729], [6.944, -3.009, -3.730], [8.405, -3.200, -4.608], [6.560, -5.279, -3.611], [8.033, -5.658, -4.421], [5.372, -5.380, -5.323], [6.620, -6.353, -6.172], [6.163, -4.109, -7.596], [7.827, -4.466, -7.056], [4.760, -2.439, -6.663], [5.313, -1.478, -5.232], [4.922, -3.107, -4.951], [-0.160, 0.040, -0.948], [-0.845, -0.085, 0.394], [-0.015, 0.673, 1.440], [-2.250, 0.526, 0.305], [-1.105, -1.607, 0.617], [-1.650, -2.133, 1.939], [-1.033, -1.569, 3.015], [-0.838, -0.419, -1.667], [0.840, -0.378, -1.068], [-0.061, 1.082, -1.254], [-0.621, 0.955, 2.301], [0.336, 1.629, 1.051], [0.842, 0.098, 1.788], [-2.237, 1.591, 0.071], [-2.599, 0.268, 1.305], [-2.854, 0.094, -0.492], [-0.107, -1.999, 0.424], [-1.749, -1.961, -0.187], [-1.333, -3.176, 1.953], [-2.739, -2.168, 1.985], [-1.623, -0.881, 3.330], [3.705, 5.257, -7.890], [3.389, 5.493, -6.434], [2.493, 6.712, -6.166], [2.792, 4.172, -5.904], [4.703, 5.677, -5.628], [5.688, 6.806, -5.930], [5.103, 8.117, -5.669], [3.999, 6.251, -8.227], [2.898, 4.966, -8.562], [4.495, 4.525, -8.058], [3.016, 7.609, -6.496], [2.315, 6.682, -5.091], [1.581, 6.547, -6.740], [1.875, 3.928, -6.440], [2.716, 4.022, -4.827], [3.513, 3.416, -6.217], [5.226, 4.723, -5.561], [4.346, 5.916, -4.626], [6.152, 6.815, -6.916], [6.539, 6.821, -5.248], [5.009, 8.215, -4.719], [-8.057, 4.835, -3.855], [-8.809, 4.180, -2.602], [-9.838, 5.272, -2.044], [-9.642, 3.003, -3.016], [-7.794, 3.695, -1.465], [-8.312, 3.308, -0.064], [-9.160, 2.241, -0.159], [-7.603, 3.971, -4.339], [-7.360, 5.550, -3.418], [-8.777, 5.318, -4.516], [-9.341, 6.242, -2.022], [-10.292, 5.030, -1.083], [-10.633, 5.305, -2.789], [-10.349, 2.719, -2.237], [-8.877, 2.232, -3.110], [-10.099, 3.312, -3.956], [-7.183, 4.592, -1.365], [-7.153, 2.966, -1.960], [-8.919, 4.087, 0.397], [-7.433, 3.061, 0.531], [-8.679, 1.426, -0.322], [-4.432, 0.779, 5.963], [1.413, -6.262, -1.855], [-6.808, -2.723, -1.198], [-2.289, 4.623, -4.131]],
  "forces_ev_per_a": [[0.4, -2.3, 0.4], [-0.3, 1.8, -1.1], [0.9, -5.2, 1.3], [3.7, 3.3, 0.1], [-0.7, -2.3, 0.0], [-3.1, 1.5, -1.1], [0.4, 1.8, 0.9], [-0.4, 0.4, -0.8], [0.0, -0.1, -0.4], [0.1, 0.4, 0.8], [0.1, 0.3, 0.4], [0.2, -0.1, -0.6], [0.1, 0.1, 0.1], [0.2, 0.0, 0.0], [-0.6, 0.6, -0.1], [-0.8, -0.1, -0.4], [-0.2, -0.1, 0.1], [0.1, -0.2, 0.1], [0.0, 0.2, -0.1], [-0.5, -0.3, -2.2], [1.4, -0.8, 0.6], [1.1, 0.5, -0.2], [0.5, 0.6, -0.9], [-0.3, 1.6, 2.2], [-1.3, -3.9, -4.8], [-1.1, 0.0, 4.4], [0.4, 2.1, 1.7], [-0.7, 0.1, 0.1], [0.6, 0.1, 0.4], [-0.6, 0.0, -0.1], [-0.7, -0.4, -0.8], [0.1, 0.1, 0.2], [-0.1, 0.1, -0.4], [0.4, -0.1, 0.1], [0.0, -0.2, 0.1], [0.0, -0.5, -0.2], [0.0, 0.3, -0.1], [0.6, 0.8, 0.1], [1.1, -0.3, -0.2], [-2.8, -0.1, 0.6], [5.6, -0.6, -1.0], [2.3, -0.3, 0.7], [-0.5, 0.2, -0.4], [-6.5, -0.1, 2.8], [-1.4, 0.6, -2.9], [1.3, 0.5, -1.2], [0.1, -0.2, 0.3], [-0.3, 0.5, 0.4], [0.0, 0.1, -0.3], [0.4, 0.2, 0.1], [0.3, -0.2, 0.1], [0.4, 0.1, -0.2], [0.2, -0.1, 0.1], [-0.5, 0.3, 0.3], [0.0, 0.2, 0.6], [0.1, -0.7, 0.3], [-0.1, 0.0, -0.3], [0.3, -1.7, -0.1], [-0.6, 0.1, 0.9], [1.6, 2.0, -0.5], [0.1, 3.1, 2.0], [-1.0, -1.7, -1.7], [-1.4, -2.0, -1.7], [-1.9, -2.2, -0.2], [2.1, 1.8, 2.4], [0.6, 0.3, -0.3], [-0.3, 0.2, 0.6], [-0.2, 0.2, -0.2], [0.8, 0.1, -0.1], [-0.2, 0.2, -0.4], [0.6, 0.0, 0.4], [0.0, -0.5, -0.3], [0.2, 0.0, -0.1], [0.2, 0.1, 0.0], [-0.2, 0.0, -0.4], [-0.4, -0.2, -0.3], [0.5, -0.1, -0.3], [-1.8, -1.0, -0.4], [1.0, -0.5, -0.7], [-1.4, 0.4, 1.2], [-0.5, -0.2, 1.2], [1.0, 0.3, 0.2], [1.9, 1.2, 2.0], [-1.2, 0.0, -2.0], [-1.2, 0.0, 0.2], [1.9, -0.6, 0.3], [0.2, 0.3, 0.2], [-0.4, 0.4, 0.1], [0.1, 0.5, 0.5], [0.0, 0.2, 0.2], [0.1, -0.5, -0.2], [0.0, 0.1, -0.4], [-0.1, -0.7, 0.3], [-0.2, -0.3, 0.4], [0.3, 0.5, -0.2], [-0.4, 0.3, -0.4], [0.1, -0.4, 0.0], [-0.1, 0.0, -0.1], [0.4, 0.5, -0.1], [-0.6, 0.0, -1.4], [-0.2, 0.0, 0.2], [0.0, -0.4, 0.0], [0.0, 0.0, 0.0], [0.2, -0.2, 0.2], [0.5, 0.1, -0.4], [-0.3, -0.3, -0.6], [-0.7, 0.3, -0.7], [-0.3, 0.5, -0.7], [-0.5, -0.2, 0.2], [0.7, 0.0, 0.4], [1.2, 0.1, -0.4], [0.0, -1.1, -1.4], [0.4, 1.2, 1.6], [0.2, -0.1, 0.0], [-0.2, -0.5, 0.8], [-0.3, 0.2, 0.4], [-0.2, -0.5, -0.1], [-0.1, -0.2, -0.6], [-0.3, -0.2, -0.3], [0.4, 0.1, 0.5], [-0.8, 0.6, -0.3], [0.3, -0.6, 0.2], [0.0, -0.4, 0.2], [0.0, 0.3, -0.2], [-0.2, -0.2, -0.4], [-0.1, 0.4, 0.0], [0.0, 0.2, 0.7], [0.2, 1.5, -0.4], [0.7, -1.3, 0.9], [0.2, -1.2, -0.6], [0.6, -0.3, -0.9], [-0.1, 0.3, 0.5], [-0.3, 1.7, 0.3], [0.0, -0.9, -1.0], [0.4, -0.2, -0.3], [-0.6, 0.0, 0.8], [0.1, 0.2, 0.6], [-0.1, -0.2, 0.2], [-0.2, 0.3, -0.2], [-0.1, 0.1, 0.2], [-0.2, 0.5, 0.3], [-0.3, 1.0, 0.0], [0.1, 0.0, -0.1], [-0.1, -0.1, -0.4], [-0.2, -0.3, 0.1], [-0.5, 0.1, -0.2], [0.0, -1.2, 0.1], [0.1, 0.1, 0.1], [-0.7, -1.4, 2.1], [-1.3, 1.5, 1.8], [1.1, -0.7, -1.1], [1.1, 0.4, -0.3], [0.2, 2.4, -1.1], [0.1, 0.3, -1.5], [-1.3, -1.4, 0.2], [0.3, 0.4, -0.1], [0.1, -0.2, -0.3], [-0.1, -0.1, 0.3], [0.1, -0.2, 0.1], [0.5, -0.4, -0.1], [0.1, 0.0, 0.0], [0.1, 0.2, -0.2], [-0.6, -0.5, -0.6], [-0.2, -0.6, 0.1], [0.3, 0.0, 0.2], [-0.3, -0.3, 0.2], [0.5, 0.3, 0.0], [0.2, 0.4, 0.2], [0.1, -0.3, 0.0], [0.4, -0.1, -0.3], [0.3, 0.4, 0.2], [0.1, 0.4, 0.3], [0.3, 0.0, 0.3]],
  "homo_ev": -10.332,
  "multiplicity": 1,
  "charge": 4,
  "orbital_gap_ev": 3.34,
  "max_force_ev_per_a": 7.1,
  "lumo_ev": -7.0
}


2.
{
  "formula": "C5H30N2O9",
  "method": "ωB97M-V/def2-TZVPD",
  "symbols": ["C", "N", "C", "O", "C", "C", "N", "C", "H", "H", "H", "H", "H", "H", "H", "H", "H", "H", "H", "H", "H", "H", "H", "H", "O", "H", "H", "O", "H", "H", "O", "H", "H", "O", "H", "H", "O", "H", "H", "O", "H", "H", "O", "H", "H", "O"],
  "positions_angstrom": [[-0.120, -1.494, 0.669], [0.496, -0.822, 1.850], [-0.411, -0.665, 2.980], [-1.248, 0.471, 2.713], [0.345, -0.708, -0.661], [1.334, -1.638, -1.312], [-0.964, -0.578, -1.436], [-0.830, 0.453, -2.473], [0.208, -2.593, 0.502], [-1.255, -1.512, 0.802], [0.955, 0.032, 1.617], [0.257, -0.410, 3.882], [-1.046, -1.615, 3.294], [-2.003, 0.105, 2.231], [0.685, 0.383, -0.654], [1.891, -1.257, -2.046], [0.910, -2.512, -1.999], [1.961, -2.155, -0.591], [-1.242, -1.512, -1.826], [-1.554, 0.259, -3.293], [0.268, 0.567, -2.703], [-1.096, 1.504, -2.173], [2.456, 2.683, -2.534], [2.599, 2.539, -1.185], [2.030, 3.124, -1.764], [-2.283, -3.237, -3.064], [-1.271, -4.142, -2.501], [-1.799, -3.339, -2.300], [0.556, 3.708, -0.771], [-0.585, 2.783, -0.486], [-0.261, 3.637, -0.209], [-2.691, -0.168, -0.050], [-4.034, 0.100, 0.413], [-3.273, -0.381, 0.683], [3.169, 1.754, 3.357], [2.469, 2.746, 2.456], [3.192, 2.097, 2.523], [4.129, 1.858, 0.250], [2.771, 1.314, 0.867], [3.247, 1.450, 0.014], [-2.485, -3.624, -0.849], [-3.152, -2.818, 0.268], [-3.107, -3.738, 0.068], [0.264, 3.055, 1.280], [-0.030, 1.810, 2.177], [0.550, 2.488, 1.983]],
  "forces_ev_per_a": [[0.8, 0.6, -0.2], [-3.3, -2.1, -1.4], [-0.2, -0.1, 3.3], [0.9, -1.6, 0.2], [-2.8, -0.6, -0.9], [-1.8, -3.5, 0.0], [0.9, -0.5, 0.6], [0.2, 1.0, -0.1], [-0.5, 1.7, 0.7], [1.4, 0.0, 0.0], [1.1, 0.9, 0.0], [-1.1, -0.3, -1.3], [1.5, 1.8, -1.2], [-0.6, 0.4, -0.4], [0.0, -1.6, 1.1], [2.7, 2.3, -2.4], [-0.2, 1.5, 2.0], [0.3, 0.3, 0.0], [0.5, 1.2, 0.4], [1.0, -0.1, 0.1], [-1.2, -0.3, -0.8], [0.0, -1.0, 0.4], [-1.0, 1.2, -0.5], [-1.0, 0.9, 1.0], [1.8, -2.0, -0.5], [-2.2, 0.6, -2.7], [-0.2, 0.6, 0.4], [2.7, -1.3, 1.8], [-0.7, 0.1, 0.4], [-0.4, -0.3, -0.2], [0.9, 0.4, -0.7], [0.9, -0.2, -0.5], [-1.6, 0.5, 0.2], [1.0, -0.4, 0.4], [0.0, -1.2, 3.6], [0.0, -0.4, 0.2], [0.1, 1.5, -3.2], [-1.6, -0.8, 0.0], [1.0, 0.7, -0.5], [0.9, 0.1, 0.1], [-2.7, -0.8, 3.4], [-0.6, 1.2, 0.7], [2.9, -0.3, -3.7], [-0.9, 0.7, -1.2], [-2.5, -1.5, 0.5], [3.3, 0.8, 0.9]],
  "homo_ev": [-13.347, -12.917],
  "multiplicity": 2,
  "charge": 1,
  "orbital_gap_ev": [10.71, 5.03],
  "max_force_ev_per_a": 4.7,
  "s_squared": 0.756,
  "lumo_ev": [-2.6, -7.9],
  "de_lowest_kcal_mol": 108.1
}


3.
{
  "formula": "C6H20BrO6",
  "method": "ωB97M-V/def2-TZVPD",
  "symbols": ["Br", "C", "O", "H", "H", "H", "H", "C", "O", "H", "H", "H", "H", "C", "C", "O", "O", "H", "H", "H", "H", "H", "H", "C", "C", "O", "O", "H", "H", "H", "H", "H", "H"],
  "positions_angstrom": [[2.435, -1.628, 0.517], [5.552, -5.571, -2.674], [5.818, -5.438, -1.289], [6.321, -5.996, -3.319], [4.635, -6.116, -2.901], [5.531, -4.562, -3.086], [5.060, -4.924, -1.002], [1.883, 4.366, -1.557], [2.837, 3.393, -1.707], [1.907, 4.688, -0.516], [1.997, 5.212, -2.236], [0.968, 3.833, -1.815], [2.769, 2.768, -0.982], [-1.376, 1.461, 4.735], [-0.768, 2.357, 3.672], [-0.218, 3.538, 4.205], [-0.321, 0.890, 5.460], [-1.885, 0.719, 4.121], [-2.131, 1.955, 5.347], [-1.400, 2.447, 2.788], [0.164, 1.891, 3.353], [0.420, 3.178, 4.825], [0.235, 1.590, 5.809], [-3.490, -0.628, -1.997], [-4.946, -0.925, -2.368], [-5.311, -2.121, -3.040], [-3.062, -1.322, -0.800], [-3.303, 0.446, -1.980], [-2.795, -1.024, -2.738], [-5.309, -0.102, -2.983], [-5.507, -0.783, -1.444], [-4.606, -2.322, -3.660], [-2.106, -1.269, -0.737]],
  "forces_ev_per_a": [[-0.1, 0.0, -0.1], [0.1, 0.9, -0.9], [0.1, -0.7, -0.5], [0.6, -0.6, 0.9], [-0.2, 0.1, 0.1], [-0.7, 0.2, -0.2], [0.0, 0.2, 0.6], [-1.3, -0.3, 0.5], [2.3, -0.8, -0.7], [-0.5, 0.5, 0.0], [0.4, -0.1, 0.0], [-0.9, 0.8, 0.3], [0.0, -0.1, 0.0], [0.0, 0.3, -1.7], [1.0, -0.9, -0.2], [-0.7, 1.3, 0.5], [-0.1, -0.6, 0.7], [0.1, -0.7, 0.6], [0.1, 0.2, 0.2], [-0.1, 0.9, 0.3], [-0.5, -1.2, -0.7], [0.3, 0.6, 0.0], [0.0, -0.1, 0.2], [1.0, -1.7, -0.2], [0.0, 1.2, 0.3], [0.5, -0.1, 0.7], [-1.1, 0.7, -0.2], [-0.3, 0.2, 0.4], [-0.2, 0.2, -0.8], [0.3, 0.3, -0.2], [-0.2, -0.7, 0.1], [0.1, -0.1, -0.1], [0.2, 0.0, 0.0]],
  "homo_ev": -3.833,
  "multiplicity": 1,
  "charge": -1,
  "orbital_gap_ev": 6.36,
  "max_force_ev_per_a": 2.6,
  "lumo_ev": 2.5
}


4.
{
  "formula": "C7H23GaN7O5",
  "method": "ωB97M-V/def2-TZVPD",
  "symbols": ["N", "C", "Ga", "C", "C", "O", "C", "O", "H", "H", "H", "H", "H", "H", "H", "H", "H", "H", "H", "C", "O", "N", "N", "H", "H", "H", "H", "C", "O", "N", "N", "H", "H", "H", "H", "C", "O", "N", "N", "H", "H", "H", "H"],
  "positions_angstrom": [[3.184, -1.929, 0.548], [3.581, -1.130, -0.642], [1.935, -0.855, -1.814], [0.517, 0.302, -0.826], [-0.443, -0.523, 0.043], [-1.583, -0.944, -0.757], [-2.059, -2.161, -0.527], [-1.454, -3.158, -0.200], [2.697, -1.361, 1.222], [2.597, -2.695, 0.256], [4.297, -1.726, -1.207], [4.084, -0.221, -0.319], [1.272, -2.314, -2.027], [2.214, -0.211, -3.282], [-0.058, 0.835, -1.582], [0.990, 1.038, -0.176], [0.099, -1.373, 0.437], [-0.820, 0.113, 0.838], [-3.154, -2.198, -0.639], [-2.834, 2.772, 0.786], [-1.701, 2.340, 0.663], [-3.825, 2.449, -0.099], [-3.197, 3.608, 1.806], [-4.764, 2.790, -0.032], [-3.577, 1.831, -0.851], [-2.482, 3.866, 2.459], [-4.119, 3.980, 1.918], [1.455, -5.239, 2.009], [2.265, -4.835, 1.206], [1.818, -5.861, 3.183], [0.105, -5.098, 1.808], [1.162, -6.197, 3.860], [2.799, -5.968, 3.355], [-0.184, -4.639, 0.959], [-0.589, -5.416, 2.455], [-0.245, 5.386, -1.558], [-0.735, 6.278, -0.876], [-0.503, 4.070, -1.356], [0.615, 5.663, -2.594], [-0.106, 3.333, -1.910], [-1.119, 3.817, -0.603], [0.829, 6.625, -2.768], [1.035, 4.955, -3.165]],
  "forces_ev_per_a": [[0.9, 0.1, 0.1], [-0.9, -0.2, -0.3], [-0.1, 0.3, -0.1], [0.1, -0.8, -0.2], [1.4, 0.9, -0.7], [-0.5, -0.5, 0.7], [0.3, -0.5, 0.1], [-0.2, 0.6, 0.1], [-0.3, 0.0, 0.0], [-0.2, -0.1, 0.2], [0.3, 0.0, 0.0], [0.1, 0.1, 0.1], [0.0, -0.1, 0.1], [0.1, 0.2, 0.0], [-0.2, 0.2, 0.0], [0.1, 0.2, 0.0], [-0.3, -0.4, 0.1], [-0.5, -0.2, 0.2], [0.0, 0.1, -0.4], [-0.1, -0.1, 0.0], [-0.1, 0.2, 0.2], [0.0, 0.0, 0.0], [0.0, -0.1, 0.0], [0.0, 0.0, 0.0], [0.0, 0.0, 0.0], [0.1, 0.0, 0.0], [0.0, 0.0, 0.0], [-0.6, 0.1, -0.1], [0.3, -0.2, 0.0], [0.0, -0.1, 0.0], [0.2, -0.1, 0.0], [0.0, 0.0, 0.0], [0.0, 0.0, 0.0], [-0.1, 0.1, 0.0], [0.0, 0.0, 0.0], [0.0, -0.1, 0.0], [0.0, 0.0, -0.1], [-0.2, 0.3, -0.2], [0.0, 0.0, 0.0], [0.1, -0.1, 0.1], [0.3, -0.2, 0.0], [0.0, 0.0, 0.0], [0.0, -0.1, 0.0]],
  "homo_ev": -3.058,
  "multiplicity": 1,
  "charge": -1,
  "orbital_gap_ev": 5.44,
  "max_force_ev_per_a": 1.8,
  "lumo_ev": 2.4
}